50
Properties=species:S:1:pos:R:3 method="wB97M-V/def2-TZVPD" total_charge=-1 max_force_ev_per_a=2.356 energy_ev=-74110.569 molar_mass_da=758.6 gap_ev="5.4 / 5.4" e_homo_ev="-4.4920 / -4.4970"
Ir -1.4255 0.4062 -0.9116
O 1.8586 -0.4917 2.3525
C 1.9964 -1.8044 2.1019
C 2.6597 -2.5899 3.0460
C 2.8594 -3.9369 2.8187
C 2.3785 -4.5342 1.6584
C 1.6993 -3.7679 0.7304
C 1.4995 -2.4029 0.9296
C 0.7572 -1.5882 -0.0638
O 0.7770 -0.3073 0.0100
N 0.1096 -2.2534 -0.9924
N -0.5989 -1.4479 -1.8131
C -0.8031 -1.7915 -3.0303
C -1.3812 -0.9481 -4.0427
C -1.7938 -1.5261 -5.2494
C -2.3038 -0.7677 -6.2782
C -2.3542 0.6213 -6.1362
C -1.9021 1.2245 -4.9871
C -1.4365 0.4661 -3.8884
O -1.0512 1.0853 -2.8118
H 1.3928 -0.1128 1.5631
H 3.0172 -2.1117 3.9490
H 3.3955 -4.5257 3.5531
H 2.5328 -5.5914 1.4844
H 1.3068 -4.2049 -0.1768
H -0.4409 -2.7724 -3.3394
H -1.7293 -2.6035 -5.3594
H -2.6530 -1.2390 -7.1878
H -2.7496 1.2274 -6.9429
H -1.9342 2.2994 -4.8648
C -1.2289 1.6595 4.8057
C -2.2259 2.1197 3.7548
O -1.5935 2.7497 2.6429
P -0.4794 2.0006 1.7304
S -0.9438 2.6522 -0.1817
S -1.8649 -0.1422 1.2068
O 0.7348 3.0242 2.1986
C 2.0753 2.9120 1.7295
C 2.3126 3.6228 0.4047
H -1.7545 1.2652 5.6766
H -0.5907 2.4874 5.1164
H -0.5976 0.8700 4.3919
H -2.8964 2.8790 4.1602
H -2.8181 1.2703 3.4089
H 2.3608 1.8572 1.6509
H 2.6920 3.3708 2.5062
H 1.8145 3.1044 -0.4113
H 3.3837 3.6658 0.1998
H 1.9158 4.6376 0.4560
I -3.9788 -0.0171 -1.5686



40
Properties=species:S:1:pos:R:3 method="wB97M-V/def2-TZVPD" total_charge=+1 max_force_ev_per_a=10.227 energy_ev=-27045.683 molar_mass_da=235.2 gap_ev=10.4 e_homo_ev=-13.8786
O -3.3900 0.1086 0.6635
H -3.1754 -0.3844 1.3606
H -4.2539 0.2965 0.5748
O -0.0866 1.8281 0.1938
H -0.9823 2.4080 0.4000
H 1.2529 1.9207 1.1674
O -2.1782 2.0920 -2.2468
H -0.2444 -3.2691 -1.5689
O 0.3820 -2.7246 2.1284
H 0.6975 -2.5380 1.3185
H 0.8048 -3.4720 2.6166
O 2.1258 -0.3290 2.3975
H 2.5549 -0.9269 1.6612
H 1.1066 -0.8482 2.3879
O -2.7708 2.6320 0.5458
H -2.5780 1.7434 0.2607
H -2.7058 3.2033 -0.2558
O 2.3803 -0.9775 -2.4643
H 2.0090 -1.4969 -3.0912
H 3.2875 -0.8465 -2.7437
O 0.3514 -2.6088 -1.9489
H 0.8000 -2.2326 -1.1879
H 1.8738 0.8505 2.3287
O -0.9609 -0.3728 -1.0702
H -0.3992 -1.1482 -1.2360
H -1.4190 -0.2025 -1.8247
O 2.3178 3.6642 -1.2368
H 2.8223 3.7262 -0.3974
H 2.2343 2.8460 -1.6421
O 2.1040 -2.3413 0.1744
H 2.3300 -1.4395 -0.0475
H 1.9834 -2.8770 -0.6458
O -2.0914 -2.1517 1.4339
H -1.3618 -2.3568 1.8994
H -2.2291 -1.3012 1.2335
O 1.5079 1.9791 2.1126
H 0.5186 1.9467 2.5297
H -0.3319 1.1875 -0.3124
H -2.7442 2.7010 -2.6346
H -1.5418 1.7115 -2.8342



18
Properties=species:S:1:pos:R:3 method="wB97M-V/def2-TZVPD" total_charge=+1 max_force_ev_per_a=2.924 smiles="N[C@H]1C=NC[C@@]12C[NH2+]2" energy_ev=-9808.469 molar_mass_da=112.2 gap_ev=10.1 e_homo_ev=-13.4040
N 0.6817 -1.0037 -1.8159
C -0.0961 0.0095 -1.1563
C -1.5772 -0.2336 -1.1585
N -2.1953 -0.2697 -0.0566
C -1.2567 -0.2109 1.0393
C 0.1334 0.1634 0.3888
C 1.4103 0.0906 1.0974
N 0.7961 1.4054 1.1017
H 0.7387 -1.9928 -1.4004
H 0.3026 -1.1991 -2.7335
H 0.1857 0.9179 -1.6349
H -2.1992 -0.4553 -2.1172
H -1.1836 -1.1389 1.5481
H -1.4554 0.5829 1.7530
H 1.7205 -0.4180 2.0227
H 2.3553 0.0324 0.5920
H 0.3576 1.6293 1.9468
H 1.2814 2.0907 0.5835



49
Properties=species:S:1:pos:R:3 method="wB97M-V/def2-TZVPD" total_charge=0 max_force_ev_per_a=1.011 smiles="Cn1c(=O)oc2cc(S(=O)(=O)N3CCC[C@@H](C(=O)Nc4ccccn4)C3)ccc21" energy_ev=-47062.147 molar_mass_da=416.5 gap_ev=9.3 e_homo_ev=-8.8401
C -7.6664 -0.5027 -0.2372
N -6.3438 -0.9895 0.0424
C -6.0905 -2.1307 0.7803
O -6.9030 -2.8491 1.2829
O -4.7394 -2.3052 0.8459
C -4.1495 -1.2891 0.1565
C -2.8128 -1.0429 -0.0563
C -2.5119 0.0842 -0.8070
S -0.7823 0.4462 -1.0937
O -0.6990 1.6047 -1.9396
O -0.1114 -0.7459 -1.5206
N -0.2944 0.7581 0.4828
C -0.5540 2.1109 0.9332
C 0.4931 3.1060 0.4293
C 1.9011 2.6173 0.7607
C 2.1038 1.2078 0.2029
C 3.4821 0.6581 0.5439
O 4.1588 1.0870 1.4509
N 3.8373 -0.3825 -0.2622
C 4.9896 -1.1618 -0.2282
C 6.0374 -0.9633 0.6706
C 7.1243 -1.8137 0.5880
C 7.1364 -2.8185 -0.3697
C 6.0427 -2.9251 -1.2124
N 4.9964 -2.1217 -1.1474
C 1.0324 0.2857 0.8071
C -3.4829 0.9258 -1.3208
C -4.8309 0.6761 -1.1056
C -5.1491 -0.4444 -0.3588
H -7.7986 0.4988 0.1754
H -8.3709 -1.1874 0.2329
H -7.8430 -0.4777 -1.3135
H -2.0315 -1.6799 0.3188
H -1.5480 2.3815 0.5718
H -0.5694 2.0934 2.0279
H 0.3136 4.0809 0.8846
H 0.3850 3.2012 -0.6518
H 2.6439 3.2937 0.3354
H 2.0549 2.5931 1.8417
H 1.9625 1.2163 -0.8833
H 3.1915 -0.6786 -0.9850
H 5.9876 -0.1713 1.3975
H 7.9562 -1.6926 1.2663
H 7.9698 -3.4970 -0.4586
H 5.9922 -3.6867 -1.9793
H 1.1135 -0.7267 0.4101
H 1.1310 0.2579 1.8965
H -3.1603 1.7756 -1.9009
H -5.5941 1.3236 -1.5046



21
Properties=species:S:1:pos:R:3 method="wB97M-V/def2-TZVPD" total_charge=0 max_force_ev_per_a=2.897 smiles=C[C@@H]1[C@H](C)C[C@@H]1C energy_ev=-7484.624 molar_mass_da=98.2 gap_ev=10.2 e_homo_ev=-9.0130
C -0.1492 1.7222 0.4411
C -0.0555 0.6980 -0.6908
C -1.1085 -0.4464 -0.5796
C -2.3536 -0.3290 0.3082
C 0.0173 -1.3088 0.0201
C 1.1047 -0.4626 -0.6067
C 2.4155 -0.2145 0.1174
H 0.6300 2.4817 0.3576
H -0.0308 1.2085 1.4058
H -1.1085 2.2655 0.5215
H 0.4225 0.9592 -1.6070
H -1.4273 -0.8082 -1.5645
H -2.1089 0.0025 1.3250
H -3.1181 0.3472 -0.0910
H -2.8174 -1.3216 0.4063
H 0.0080 -2.3764 -0.1805
H 0.0742 -1.1134 1.0957
H 1.3457 -0.8445 -1.6276
H 2.2301 0.3998 1.0025
H 2.8631 -1.1605 0.4462
H 3.1667 0.3013 -0.4997